Record 1
Below is one molecule with the formula C6H15NO in a non-equilibrium geometry, with properties calculated with wB97M-V/def2-TZVPD.

Properties
- energy relative to the best compared isomer or geometry (same formula, charge and spin) (kJ/mol) = 122.2
- total energy (a.u.) = -367.58476
- SMILES string = CC[C@@H](C)[C@@H](N)CO
- HOMO level (hartree) = -0.3434
- molecular weight (Da) = 117.19

The geometry in XYZ format:
```
23
Properties=species:S:1:pos:R:3:forces:R:3
C 1.464 -2.596 0.621 -0.787 0.508 0.162
C 0.852 -1.395 -0.156 1.493 -1.484 0.580
C -0.061 -0.539 0.706 0.570 0.124 -0.686
C 0.424 -0.169 2.089 0.182 0.445 1.226
C -0.388 0.755 -0.062 -1.905 0.439 0.022
N 0.733 1.645 -0.366 0.493 -0.200 0.191
C -1.212 0.557 -1.354 0.042 -0.138 0.690
O -2.029 1.683 -1.616 -0.432 -0.132 -0.063
H 0.672 -3.221 1.048 0.022 -0.057 -0.111
H 2.017 -2.204 1.470 0.368 -0.166 -0.005
H 2.098 -3.221 -0.003 0.072 0.065 -0.015
H 1.733 -0.875 -0.547 -0.333 0.372 -0.151
H 0.311 -1.833 -0.996 -0.159 0.402 -0.166
H -0.919 -1.200 0.873 -0.464 0.612 -0.246
H 1.249 0.548 2.155 0.223 -0.259 -0.437
H -0.356 0.349 2.660 -0.272 -0.066 -0.337
H 0.674 -1.008 2.735 0.161 -0.233 -0.244
H -1.085 1.300 0.593 0.018 -0.027 -0.074
H 1.591 1.262 0.006 0.192 0.057 -0.132
H 0.640 2.572 0.035 -0.149 -0.240 0.091
H -1.931 -0.252 -1.213 0.148 -0.193 -0.119
H -0.548 0.359 -2.195 0.047 -0.178 -0.065
H -1.494 2.470 -1.654 0.469 0.352 -0.111
```
Positions in Å, forces in eV/Å.

---

Record 2
Below is an isolated ion of composition C3H8NO and charge +1 in a non-equilibrium geometry, with properties calculated with wB97M-V/def2-TZVPD.

Properties
- net charge = +1
- energy relative to the best compared isomer or geometry (same formula, charge and spin) (kJ/mol) = 176.2
- total energy (a.u.) = -248.76878
- SMILES string = C[NH2+]CC=O
- HOMO level (hartree) = -0.5454
- molecular weight (Da) = 74.10

The geometry in XYZ format:
```
13
Properties=species:S:1:pos:R:3:forces:R:3
C 1.344 0.097 0.013 2.596 -2.532 -2.296
N -0.070 -0.209 -0.362 -0.755 4.231 -1.495
C -1.142 0.419 0.527 -2.461 -1.571 1.409
C -2.512 -0.316 0.047 0.512 -0.512 -0.107
O -3.619 0.132 -0.046 1.932 -0.451 0.274
H 1.518 1.092 0.204 -0.524 2.432 0.808
H 1.773 -0.500 0.855 -0.870 0.201 -0.831
H 2.038 -0.006 -0.950 -1.586 -0.509 2.003
H -0.312 -1.172 -0.374 0.266 -1.421 -0.384
H -0.249 0.237 -1.406 0.510 -1.678 3.141
H -1.241 1.491 0.518 0.464 0.393 -0.676
H -1.123 0.151 1.664 0.795 -0.007 -2.083
H -2.227 -1.443 -0.189 -0.880 1.425 0.237
```
Positions in Å, forces in eV/Å.

---

Record 3
Below is a 11-piece molecular cluster, C28H80N2O11PS10 overall in a non-equilibrium geometry, with properties calculated with wB97M-V/def2-TZVPD.

Properties
- net charge = +1
- total energy (a.u.) = -6374.64835
- HOMO level (hartree) = -0.3577
- molecular weight (Da) = 972.60

The geometry in XYZ format:
```
132
Properties=species:S:1:pos:R:3:forces:R:3
C 5.065 -0.821 -2.380 -0.824 0.303 0.544
P 4.250 0.473 -3.451 0.485 -0.515 -1.855
C 5.214 2.062 -3.510 -0.003 0.358 0.556
C 2.467 0.758 -2.948 0.038 0.914 0.525
O 2.207 2.089 -2.463 -0.617 -0.783 -0.096
C 0.945 2.016 -1.828 -0.699 0.202 0.801
C -0.247 1.562 -2.728 -0.442 0.724 0.516
N 0.126 0.854 -3.996 -0.319 0.609 -0.195
C 1.577 0.567 -4.210 1.783 -1.038 -0.723
C 1.735 -0.835 -4.858 -0.116 -0.309 0.432
C 1.722 -1.985 -3.832 -0.548 -0.421 -0.294
N 0.620 -1.816 -2.853 0.503 -0.293 0.105
H 5.505 -1.572 -3.048 0.119 0.457 0.234
H 5.775 -0.439 -1.635 -0.114 -0.117 -0.305
H 4.261 -1.351 -1.834 0.340 0.274 -0.109
H 6.034 2.034 -2.774 -0.332 0.095 -0.126
H 4.595 2.955 -3.317 0.084 -0.485 0.201
H 5.663 2.221 -4.503 -0.253 -0.440 0.293
H 2.226 0.078 -2.110 0.055 -0.069 -0.551
H 0.970 1.350 -0.943 0.308 0.127 -0.360
H 0.680 3.002 -1.420 0.280 -0.235 -0.251
H -0.820 2.459 -3.003 0.179 -0.409 -0.123
H -0.934 0.908 -2.172 0.397 0.166 -0.140
H -0.178 1.441 -4.780 0.070 -0.098 0.090
H -0.407 -0.014 -4.091 0.281 -0.235 0.507
H 1.948 1.291 -4.955 -0.245 -0.037 0.446
H 2.673 -0.877 -5.425 -0.311 0.191 0.112
H 0.902 -1.022 -5.563 0.264 0.293 0.182
H 1.498 -2.907 -4.397 0.247 0.306 0.226
H 2.690 -2.157 -3.339 -0.125 0.286 -0.266
H 1.012 -1.511 -1.966 -0.084 0.154 -0.044
H 0.264 -2.751 -2.637 -0.418 0.390 -0.219
C 1.503 5.917 1.724 -0.150 0.016 0.033
S 1.782 4.264 1.065 0.419 0.115 0.121
O 0.548 3.456 1.338 -0.075 0.053 -0.070
C 3.024 3.787 2.277 -0.009 0.165 -0.055
H 0.723 6.395 1.133 0.018 -0.054 -0.031
H 1.184 5.849 2.764 0.013 -0.085 -0.011
H 2.424 6.495 1.647 0.019 -0.068 -0.043
H 2.602 3.855 3.278 -0.076 -0.114 -0.040
H 3.891 4.442 2.183 -0.047 0.012 -0.193
H 3.322 2.760 2.082 -0.080 0.006 0.010
C -3.818 -4.432 -2.498 0.047 0.080 0.102
S -2.262 -4.857 -3.298 -0.152 -0.177 0.031
O -1.213 -3.957 -2.728 -0.232 -0.043 -0.186
C -2.700 -4.202 -4.919 0.051 0.145 -0.038
H -3.752 -4.718 -1.449 0.068 -0.037 -0.028
H -3.991 -3.358 -2.573 0.065 -0.004 -0.026
H -4.630 -4.981 -2.975 0.053 -0.041 -0.017
H -2.947 -3.142 -4.836 -0.012 -0.019 0.077
H -3.550 -4.757 -5.316 0.018 -0.027 0.034
H -1.844 -4.327 -5.581 0.018 -0.063 0.065
C -4.056 4.698 0.814 -0.031 0.075 -0.016
S -3.784 3.044 0.153 -0.016 -0.096 0.212
O -5.054 2.280 0.329 0.159 0.150 0.029
C -2.658 2.514 1.452 0.077 0.068 0.013
H -4.773 5.208 0.172 0.006 -0.080 -0.037
H -4.455 4.631 1.826 0.034 -0.071 -0.008
H -3.114 5.247 0.815 0.015 -0.048 -0.002
H -3.149 2.588 2.422 -0.011 0.051 -0.023
H -1.762 3.138 1.435 0.017 -0.046 -0.005
H -2.379 1.478 1.265 -0.067 0.005 -0.086
C -1.278 -7.380 1.933 -0.113 -0.161 0.088
S -1.474 -5.591 1.841 -0.065 -0.044 -0.037
O -2.937 -5.300 1.899 0.185 -0.072 -0.139
C -0.968 -5.433 0.120 -0.071 0.126 -0.011
H -1.578 -7.708 2.928 0.020 0.150 0.033
H -1.906 -7.862 1.185 0.040 0.155 -0.036
H -0.231 -7.639 1.769 0.004 0.054 -0.016
H -1.616 -6.037 -0.513 0.032 -0.106 0.094
H 0.068 -5.755 0.012 -0.015 -0.029 0.016
H -1.052 -4.386 -0.166 0.007 0.013 0.123
C 7.142 5.368 -2.426 -0.006 0.077 -0.028
S 7.173 4.336 -0.948 -0.077 0.082 0.072
O 5.877 4.540 -0.237 0.171 0.030 -0.131
C 8.422 5.300 -0.078 0.026 0.058 0.030
H 6.390 4.970 -3.105 0.000 -0.053 0.064
H 6.884 6.393 -2.156 -0.014 -0.034 0.064
H 8.119 5.339 -2.909 -0.004 -0.037 0.024
H 8.080 6.328 0.038 -0.069 -0.034 -0.030
H 9.356 5.273 -0.639 -0.024 -0.042 -0.011
H 8.575 4.853 0.903 -0.058 -0.058 -0.040
C 0.758 0.991 6.253 0.060 0.071 0.000
S 1.373 0.716 4.584 -0.179 0.018 0.051
O 2.439 1.729 4.324 -0.060 -0.087 0.118
C -0.097 1.297 3.724 -0.119 -0.018 -0.035
H 1.545 0.732 6.958 -0.009 -0.010 -0.029
H 0.486 2.039 6.379 0.018 0.003 -0.068
H -0.108 0.353 6.430 0.026 -0.032 -0.035
H -0.310 2.329 4.004 0.034 -0.019 0.017
H -0.946 0.657 3.970 0.040 -0.035 0.075
H 0.096 1.246 2.653 0.094 0.056 0.050
C -0.711 3.170 10.725 -0.064 0.054 -0.053
S -0.177 1.451 10.799 0.100 -0.002 -0.106
O 0.688 1.206 9.610 -0.248 0.064 0.101
C -1.794 0.741 10.439 -0.087 0.002 -0.050
H 0.159 3.804 10.884 0.033 -0.085 0.009
H -1.143 3.382 9.746 0.036 -0.066 -0.017
H -1.444 3.356 11.511 0.029 -0.033 0.020
H -2.154 1.112 9.478 0.081 0.029 -0.006
H -2.492 1.006 11.233 0.039 -0.003 0.020
H -1.689 -0.342 10.395 0.081 0.028 0.024
C -3.068 -9.843 -2.771 0.010 0.037 -0.083
S -2.221 -9.613 -1.198 -0.014 -0.071 -0.054
O -1.703 -8.213 -1.174 -0.020 -0.229 -0.215
C -0.830 -10.694 -1.577 0.076 0.030 -0.060
H -3.961 -9.220 -2.771 0.026 -0.002 0.092
H -2.413 -9.545 -3.590 0.050 0.018 0.063
H -3.356 -10.889 -2.877 -0.002 0.009 0.050
H -0.321 -10.341 -2.474 -0.048 0.056 0.011
H -1.193 -11.712 -1.724 -0.039 0.022 0.037
H -0.141 -10.673 -0.735 -0.072 0.042 0.030
C -2.069 -0.405 -7.186 0.016 -0.079 0.031
S -1.045 1.074 -7.307 -0.320 0.031 -0.302
O -1.925 2.249 -7.053 0.255 -0.276 0.138
C -0.776 0.964 -9.083 0.113 0.012 -0.045
H -2.392 -0.517 -6.151 0.003 0.061 -0.008
H -2.942 -0.301 -7.830 0.017 0.083 0.009
H -1.484 -1.277 -7.480 0.024 0.027 0.003
H -1.735 0.978 -9.599 -0.043 0.027 0.107
H -0.235 0.046 -9.312 0.010 0.012 0.047
H -0.182 1.822 -9.392 -0.011 0.011 0.084
C -4.692 2.617 7.015 -0.026 0.076 0.054
S -4.039 2.329 5.360 -0.003 0.038 -0.015
O -2.950 3.324 5.129 -0.210 -0.089 0.011
C -5.500 2.914 4.481 -0.009 0.100 -0.006
H -3.920 2.353 7.736 0.036 -0.023 -0.079
H -4.955 3.669 7.130 0.036 0.004 -0.065
H -5.568 1.988 7.173 0.028 -0.025 -0.037
H -5.711 3.946 4.762 0.071 -0.010 0.051
H -6.350 2.275 4.725 0.039 -0.037 -0.016
H -5.303 2.859 3.411 0.010 -0.101 0.023
```
Positions in Å, forces in eV/Å.

---

Record 4
Below is C5H6BiLiO4 as an isolated structure in a non-equilibrium geometry, with properties calculated with wB97M-V/def2-TZVPD.

Properties
- net charge = +2
- total energy (a.u.) = -716.27675
- HOMO level (hartree) = -0.5860
- molecular weight (Da) = 346.02

The geometry in XYZ format:
```
17
Properties=species:S:1:pos:R:3:forces:R:3
O -1.189 -2.533 -1.933 0.173 0.999 0.642
C -1.282 -1.349 -1.523 -0.798 -1.402 -2.996
O -1.537 -0.377 -2.275 0.352 0.456 0.546
O -1.169 -1.174 -0.192 1.365 1.615 2.629
C -1.154 0.154 0.326 -4.126 -0.895 -3.517
Li -1.615 -1.757 -3.682 -0.020 -0.068 0.277
H -1.565 0.089 1.342 1.278 0.197 0.140
H -1.951 0.718 -0.174 0.250 -0.023 -0.412
C 0.202 1.285 0.001 -1.135 -2.296 -0.294
C 0.763 0.276 0.828 4.968 2.848 6.321
H -0.318 2.239 0.131 -0.095 -0.397 1.336
H 0.849 1.513 -0.856 -0.621 -0.884 -0.722
Bi 1.322 1.230 3.082 -3.522 1.998 1.442
O 2.691 0.192 2.270 2.413 -3.037 -1.394
C 2.141 0.036 1.048 0.666 2.337 -2.777
H 2.803 0.394 0.239 0.517 -1.515 -0.027
H 1.010 -0.935 1.368 -1.664 0.066 -1.190
```
Positions in Å, forces in eV/Å.

---

> Among the records above, which one has the highest HOMO level?

C6H15NO

---

> What is the total energy in the second record?

-248.76878 a.u.